Run a
The following is a DFT calculation (wB97M-V/def2-TZVPD) of a molecular structure, C3H9NO3.

The LUMO energy is 0.7 eV.

```
! RIJCOSX wB97M-V def2-TZVPD def2/J DEFGRID3
* xyz 0 1
C -0.611 0.751 -1.470
O -1.913 0.243 -1.504
O 0.280 0.195 -2.210
H -1.867 -0.570 -2.026
H 0.933 -0.584 -1.334
H -0.658 1.846 -1.405
H -0.247 0.503 -0.244
C 1.138 0.562 1.476
C 0.448 -0.424 0.554
N -0.524 -1.220 1.149
O 1.186 -1.023 -0.359
H -0.932 -1.909 0.534
H -1.197 -0.751 1.736
H 1.729 1.260 0.885
H 1.810 0.005 2.133
H 0.425 1.116 2.087
*
```

=====

Run b
The following is a DFT calculation (wB97M-V/def2-TZVPD) of 2 unconnected molecules or ions with the total composition C3H9NO3.

Its SMILES is NC(=O)CCO.O. The LUMO energy is 0.5 eV.

```
! RIJCOSX wB97M-V def2-TZVPD def2/J DEFGRID3
* xyz 0 1
N 1.751 1.615 1.152
C 0.337 1.386 1.100
O -0.393 1.677 2.005
C -0.136 0.786 -0.179
C -1.618 0.540 -0.322
O -1.796 -0.206 -1.534
H 2.087 1.464 2.097
H 1.999 2.562 0.910
H 0.373 -0.181 -0.177
H 0.325 1.299 -1.029
H -2.129 1.501 -0.439
H -2.051 0.015 0.526
H -2.557 -0.799 -1.426
O 1.462 -4.210 -0.749
H 1.516 -3.289 -0.461
H 0.829 -4.161 -1.473
*
```

=====

Most stable structure, least stable structure: run b, run a.

=====

Run a
The following is a DFT calculation (wB97M-V/def2-TZVPD) of a single C2H5NO molecule.

Its SMILES is CC(N)=O. The LUMO energy is 0.9 eV.

```
! RIJCOSX wB97M-V def2-TZVPD def2/J DEFGRID3
* xyz 0 1
C -1.133 0.030 0.044
C 0.322 0.467 0.015
N 1.293 -0.498 -0.224
O 0.619 1.644 0.073
H -1.614 0.403 0.952
H -1.298 -1.045 -0.056
H -1.620 0.533 -0.800
H 2.206 -0.073 -0.311
H 1.344 -1.317 0.361
*
```

=====

Run b
The following is a DFT calculation (wB97M-V/def2-TZVPD) of 2 unconnected molecules or ions with the total composition C2H5NO.

The LUMO energy (spin up / spin down) is 0.6 / -0.2 eV.

```
! RIJCOSX wB97M-V def2-TZVPD def2/J DEFGRID3
* xyz 0 1
C -0.838 0.095 0.198
C 0.474 0.364 -0.343
N -1.889 -0.779 -0.129
O -1.984 0.710 0.097
H 0.034 -0.788 2.428
H 0.506 0.731 -1.304
H 1.177 -0.404 -0.310
H 0.837 1.301 0.239
H -1.781 -0.829 -1.118
*
```

=====

Run c
The following is a DFT calculation (wB97M-V/def2-TZVPD) of a single C2H5NO molecule.

Its SMILES is C=[N+](C)[O-]. The LUMO energy is 0.9 eV.

```
! RIJCOSX wB97M-V def2-TZVPD def2/J DEFGRID3
* xyz 0 1
C 0.976 -0.169 -0.718
N 0.470 -0.049 0.496
C -0.991 0.308 0.229
O 1.080 -0.183 1.560
H 0.350 0.158 -1.559
H 1.831 -0.654 -0.952
H -1.035 0.560 -0.726
H -1.651 -0.580 0.493
H -1.030 0.608 1.177
*
```

=====

Run d
The following is a DFT calculation (wB97M-V/def2-TZVPD) of a single C2H5NO molecule.

Its SMILES is NCC=O. The LUMO energy is 0.9 eV.

```
! RIJCOSX wB97M-V def2-TZVPD def2/J DEFGRID3
* xyz 0 1
N -0.165 -0.999 -0.854
C -0.400 -0.051 0.160
C 0.745 0.945 0.603
O 0.487 2.014 1.146
H -0.632 -1.885 -0.802
H -0.200 -0.748 -1.824
H -0.444 -0.569 1.111
H -1.233 0.534 0.190
H 1.842 0.759 0.270
*
```

=====

Most stable structure, least stable structure: run a, run b.

=====

Run a
The following is a DFT calculation (wB97M-V/def2-TZVPD) of 2 unconnected molecules or ions with the total composition C2H6S2.

The LUMO energy is -3.1 eV.

```
! RIJCOSX wB97M-V def2-TZVPD def2/J DEFGRID3
* xyz 0 1
C -1.448 0.285 -0.334
S 1.115 -0.600 -1.349
S -1.260 0.135 1.422
C 1.420 -0.163 0.328
H 1.272 0.850 0.537
H -0.857 1.082 -0.658
H -1.101 -0.681 -0.827
H 0.915 -0.845 1.028
H -2.529 0.385 -0.507
H 2.473 -0.447 0.360
*
```

=====

Run b
The following is a DFT calculation (wB97M-V/def2-TZVPD) of 2 unconnected molecules or ions with the total composition C2H6S2.

Its SMILES is C=C.SS. The LUMO energy is 0.0 eV.

```
! RIJCOSX wB97M-V def2-TZVPD def2/J DEFGRID3
* xyz 0 1
C -0.549 -1.680 -0.331
C 0.272 -1.294 0.710
H -0.268 -1.565 -1.380
H -1.363 -2.280 -0.131
H 1.157 -0.699 0.676
H 0.010 -1.419 1.678
S 0.238 3.546 -0.206
S -0.562 1.767 -1.161
H 0.997 2.975 0.792
H 0.067 0.648 -0.647
*
```

=====

Most stable structure, least stable structure: run b, run a.

=====

Run a
The following is a DFT calculation (wB97M-V/def2-TZVPD) of a single C3H5IO2 molecule.

Its SMILES is C=C[C@@H](O)OI. The LUMO energy is -1.0 eV.

```
! RIJCOSX wB97M-V def2-TZVPD def2/J DEFGRID3
* xyz 0 1
C 0.970 -1.673 -0.441
C 0.146 -0.875 0.289
C -0.550 0.411 -0.117
O -1.506 0.896 0.847
O 0.445 1.441 0.001
I 0.029 3.256 -0.763
H 1.391 -2.617 0.027
H 0.998 -1.383 -1.577
H 0.154 -1.107 1.398
H -1.105 0.250 -1.058
H -0.972 1.401 1.396
*
```

=====

Run b
The following is a DFT calculation (wB97M-V/def2-TZVPD) of a molecular structure, C3H5IO2.

The LUMO energy is -0.3 eV.

```
! RIJCOSX wB97M-V def2-TZVPD def2/J DEFGRID3
* xyz 0 1
C 0.269 -0.242 1.452
C -0.453 0.041 0.446
C 0.258 0.099 -1.167
O -0.544 1.092 -1.824
O 1.604 0.157 -1.204
I 2.686 1.518 -0.466
H -0.166 -0.288 2.468
H 1.302 -0.480 1.286
H -1.488 0.342 0.393
H 0.048 -0.772 -1.603
H -0.754 1.988 -1.337
*
```

=====

Most stable structure, least stable structure: run a, run b.

=====

Run a
The following is a DFT calculation (wB97M-V/def2-TZVPD) of 2 unconnected molecules or ions with the total composition C9H14.

The LUMO energy (spin up / spin down) is 3.7 / 3.7 eV.

```
! RIJCOSX wB97M-V def2-TZVPD def2/J DEFGRID3
* xyz -1 2
C -2.234 -0.323 -1.973
C 1.512 -1.895 -0.360
C 0.266 -2.234 0.266
C 1.436 -1.243 -1.563
C -0.913 -1.595 -0.166
C 0.207 -0.699 -2.116
C -0.946 -0.904 -1.380
H 2.527 -2.024 0.000
H 0.269 -2.681 1.249
H 2.381 -1.031 -2.072
H -1.843 -1.785 0.356
H 0.391 -0.067 -2.971
H -3.118 -0.945 -1.813
H -1.997 -0.275 -3.044
H -2.346 0.717 -1.658
C 1.148 1.676 1.922
C -0.096 2.429 2.455
H 1.157 1.976 0.869
H 2.041 2.161 2.314
H 1.132 0.608 2.112
H 0.046 2.788 3.477
H -0.986 1.915 2.117
H -0.035 3.430 1.980
*
```

=====

Run b
The following is a DFT calculation (wB97M-V/def2-TZVPD) of 2 unconnected molecules or ions with the total composition C9H14.

The LUMO energy (spin up / spin down) is 4.0 / 3.8 eV.

```
! RIJCOSX wB97M-V def2-TZVPD def2/J DEFGRID3
* xyz -1 2
C -3.437 -0.132 1.358
C -2.550 0.494 0.337
H -4.310 -0.425 0.825
H -3.201 -1.144 1.744
H -3.682 0.748 2.094
H -2.132 -0.350 -0.453
H -3.004 1.317 -0.314
H -1.641 0.993 0.740
C 1.033 -0.823 -2.413
C 2.114 1.532 0.370
C 1.659 0.981 -0.858
C 2.293 0.634 1.449
C 1.336 -0.380 -1.070
C 1.852 -0.694 1.326
C 1.302 -1.180 0.119
H 2.360 2.525 0.466
H 1.786 1.622 -1.734
H 2.866 1.019 2.260
H 2.072 -1.423 2.195
H 0.386 -1.758 -2.281
H 1.824 -1.132 -2.994
H 0.860 -2.190 -0.067
H 0.216 -0.236 -3.099
*
```

=====

Most stable structure, least stable structure: run a, run b.

=====

Run a
The following is a DFT calculation (wB97M-V/def2-TZVPD) of 2 unconnected molecules or ions with the total composition C9H14.

The LUMO energy (spin up / spin down) is 3.8 / 3.8 eV.

```
! RIJCOSX wB97M-V def2-TZVPD def2/J DEFGRID3
* xyz -1 2
C -0.076 -2.728 -0.248
C 2.689 -0.767 -1.993
C 1.906 -1.807 -1.579
C 2.281 0.532 -1.678
C 0.717 -1.580 -0.871
C 1.086 0.828 -1.046
C 0.283 -0.275 -0.736
H 3.596 -0.986 -2.543
H 2.057 -2.828 -1.919
H 2.963 1.330 -1.961
H 0.890 1.872 -0.861
H 0.613 -3.572 -0.301
H -1.018 -2.917 -0.756
H -0.708 -0.054 -0.340
H -0.233 -2.441 0.787
C -2.789 1.927 1.595
C -1.461 1.902 2.382
H -2.915 1.248 0.751
H -3.641 1.666 2.226
H -2.879 2.961 1.259
H -1.141 0.864 2.473
H -1.583 2.331 3.378
H -0.640 2.493 1.982
*
```

=====

Run b
The following is a DFT calculation (wB97M-V/def2-TZVPD) of 2 unconnected molecules or ions with the total composition C9H14.

The LUMO energy (spin up / spin down) is 4.0 / 4.0 eV.

```
! RIJCOSX wB97M-V def2-TZVPD def2/J DEFGRID3
* xyz -1 2
C -1.655 0.623 -1.792
C 0.549 1.155 -0.616
C -0.820 0.753 -0.535
C 1.332 1.215 0.565
C 0.707 1.094 1.829
C -1.421 0.707 0.712
C -0.650 0.854 1.909
H 0.838 1.540 -1.595
H 2.416 1.159 0.579
H -2.602 0.115 -1.571
H -1.075 -0.057 -2.419
H 1.195 1.524 2.699
H -2.426 0.276 0.718
H -1.102 0.880 2.891
H -1.936 1.584 -2.218
C 1.497 -2.113 -0.357
C 0.287 -2.912 -0.922
H 1.894 -2.491 0.585
H 2.258 -2.228 -1.130
H 1.246 -1.067 -0.245
H 0.545 -3.206 -1.942
H 0.164 -3.855 -0.387
H -0.667 -2.392 -0.918
*
```

=====

Run c
The following is a DFT calculation (wB97M-V/def2-TZVPD) of 2 unconnected molecules or ions with the total composition C9H14.

The LUMO energy (spin up / spin down) is 3.9 / 3.8 eV.

```
! RIJCOSX wB97M-V def2-TZVPD def2/J DEFGRID3
* xyz -1 2
C 2.824 -0.214 0.601
C -0.630 1.343 0.225
C -0.507 2.125 -0.977
C 0.434 0.556 0.628
C 1.683 0.567 -0.012
C 0.777 2.265 -1.503
C 1.859 1.513 -1.076
H -1.605 1.209 0.676
H -1.350 2.718 -1.306
H 0.291 -0.313 1.259
H 0.983 3.060 -2.220
H 2.401 -1.121 1.031
H 3.289 0.428 1.364
H 2.842 1.774 -1.459
H 3.597 -0.484 -0.120
C -2.288 -2.020 -0.343
C -1.919 -1.841 1.113
H -1.973 -2.961 -0.799
H -3.352 -2.036 -0.541
H -1.965 -1.172 -0.950
H -2.251 -2.661 1.752
H -2.305 -0.897 1.487
H -0.836 -1.839 1.170
*
```

=====

Run d
The following is a DFT calculation (wB97M-V/def2-TZVPD) of 2 unconnected molecules or ions with the total composition C9H14.

The LUMO energy (spin up / spin down) is 3.9 / 3.9 eV.

```
! RIJCOSX wB97M-V def2-TZVPD def2/J DEFGRID3
* xyz -1 2
C 2.295 0.719 0.208
C 2.023 1.927 -0.723
H 3.016 0.984 0.986
H 1.350 0.366 0.604
H 2.737 -0.171 -0.240
H 2.658 1.839 -1.606
H 2.159 2.855 -0.189
H 1.022 1.807 -1.139
C -0.211 -0.820 -1.874
C -0.919 -0.746 -0.556
C -0.425 -1.520 0.541
C -1.986 0.095 -0.312
C -0.935 -1.385 1.857
C -2.539 0.213 0.993
C -1.947 -0.485 2.092
H 0.012 -1.867 -2.133
H 0.777 -0.357 -1.867
H 0.380 -2.216 0.319
H -2.337 0.726 -1.133
H -0.465 -1.998 2.623
H -3.443 0.773 1.115
H -2.304 -0.241 3.077
H -0.917 -0.500 -2.644
*
```

=====

Most stable structure, least stable structure: run d, run b.